No. 1
# C20H50F6HfN4O12S2

A molecular structure, C20H50F6HfN4O12S2 in a non-equilibrium geometry (ωB97M-V with the def2-TZVPD basis set, OMol25).

Summary:
- Gap between HOMO and LUMO: 10.49 eV
- Energy above the lowest of the compared OMol25 structures with the same formula, charge and spin: 0.000 eV

Geometry as ORCA input:
```
! wB97M-V def2-TZVPD RIJCOSX def2/J DEFGRID3
* xyz 2 1
Hf 0.01748 -0.34033 0.46594
C 0.30270 -4.80979 -1.49933
F 0.71675 -6.05707 -1.37996
F 0.98989 -4.21236 -2.48177
F -1.00118 -4.79986 -1.81608
S 0.55760 -3.97730 0.12343
O 0.11788 -2.55971 -0.12270
O -0.35411 -4.64541 1.00016
O 1.95724 -4.07590 0.38370
C 0.68432 2.62266 4.17264
F 1.97352 2.87919 3.99369
F 0.33871 2.90527 5.40510
F -0.03930 3.38292 3.33249
S 0.35659 0.83480 3.87739
O 1.42609 0.17110 4.54362
O -1.00272 0.58029 4.28606
O 0.48997 0.72976 2.37763
C 1.84260 -1.56656 -3.65792
C 2.11433 -1.41695 -2.16688
C 3.59317 -1.08929 -1.97744
O 3.90638 -1.01117 -0.60499
C 5.31517 -0.93759 -0.34633
N 1.22635 -0.30503 -1.57953
H 0.84908 -1.98301 -3.84925
H 2.52257 -2.33532 -4.02686
H 1.90510 -0.63048 -4.20976
H 1.97327 -2.32177 -1.59127
H 3.93559 -0.24107 -2.59497
H 4.12190 -1.93502 -2.44649
H 5.81139 -1.86009 -0.65841
H 5.45542 -0.80398 0.72036
H 5.75420 -0.11874 -0.92097
H 1.81129 0.53440 -1.51659
H 0.62216 -0.02036 -2.36512
C -4.53048 -0.26072 1.83875
C -3.29940 0.61107 1.51493
C -3.38691 1.93165 2.25620
O -2.36360 2.80906 1.84667
C -2.61921 4.15878 2.23172
N -1.99788 -0.18432 1.81600
H -5.39492 0.39715 1.86028
H -4.40430 -0.73408 2.81656
H -4.67495 -1.06430 1.11791
H -3.34418 0.77299 0.43423
H -3.33566 1.73712 3.33825
H -4.38277 2.34040 2.05720
H -1.66724 4.67662 2.38229
H -3.13276 4.19071 3.19211
H -3.14003 4.73786 1.46503
H -2.40835 -1.12143 1.87103
H -1.83563 0.05235 2.80968
C -2.84935 -2.65418 -2.59969
C -1.78711 -1.60449 -2.29703
C -1.85552 -0.55083 -3.36353
O -1.00257 0.56521 -3.04080
C -1.03573 1.57481 -4.04731
N -1.92978 -1.01698 -0.87537
H -3.68755 -2.22573 -3.15903
H -3.30513 -3.11712 -1.71914
H -2.45370 -3.45754 -3.21366
H -0.81196 -2.08654 -2.33556
H -2.87877 -0.18693 -3.52854
H -1.48280 -0.95287 -4.31273
H -1.93752 2.19416 -3.92961
H -1.10478 1.15577 -5.05493
H -0.16091 2.21034 -3.94822
H -2.39143 -1.83938 -0.47223
H -2.71658 -0.37767 -1.02501
C -0.70817 4.10944 -0.95027
C 0.00601 2.79260 -0.74971
C 1.13715 2.91486 0.23098
O 1.71291 1.61794 0.31016
C 3.08367 1.64313 0.75610
N -0.96452 1.71748 -0.28736
H -1.65948 3.97172 -1.47251
H -0.09190 4.80942 -1.51032
H -0.97352 4.57000 0.00538
H 0.38746 2.47462 -1.72252
H 0.82048 3.33153 1.18608
H 1.80235 3.65171 -0.23815
H 3.56428 2.56535 0.42866
H 3.62145 0.81575 0.31435
H 3.09269 1.62035 1.84576
H -1.56235 1.71205 -1.12265
H -1.59823 2.18851 0.38990
C 1.33276 -2.46392 2.91124
C 2.47463 -1.77517 2.20630
O 2.11492 -1.04653 1.01010
O 0.06779 -1.96249 2.43640
H 1.51738 -2.30794 3.97616
H 1.33014 -3.54651 2.78145
H 3.32726 -2.44398 2.07749
H 2.89996 -1.03250 2.89330
H 2.86873 -1.10635 0.36335
H -0.58572 -2.08818 3.13424
*
```

---

No. 2
# C20H50F6K2N3O22S6

A molecular structure, C20H50F6K2N3O22S6 in a non-equilibrium geometry (ωB97M-V with the def2-TZVPD basis set, OMol25).

Summary:
- ⟨S²⟩: 0.755
- Gap between HOMO and LUMO (alpha / beta): 7.59 / 1.57 eV

Geometry as ORCA input:
```
! wB97M-V def2-TZVPD RIJCOSX def2/J DEFGRID3
* xyz 0 2
K -1.43425 -0.92776 4.95754
K -3.98651 0.35815 2.70351
N -3.38332 -3.65795 -3.65940
S -3.39184 -3.21391 -2.03755
O -3.40795 -4.28273 -1.01411
O -4.08992 -1.98182 -1.75177
F -1.83482 -2.67945 -2.10358
S -4.46838 -4.66886 -3.45250
O -5.74321 -4.33314 -2.86906
O -4.07585 -6.02075 -3.30055
F -4.90129 -4.62417 -4.98044
N -3.73029 0.50712 5.36226
S -3.29950 2.03196 6.03186
O -1.87951 2.05578 6.33396
O -4.21753 2.78272 6.89144
F -3.21450 2.78406 4.65405
S -4.83971 0.21218 6.33306
O -6.18137 0.75115 6.05680
O -4.49327 0.04384 7.74877
F -4.92379 -1.33878 5.80310
N -1.42078 0.06909 2.17673
S -0.93476 -0.76236 0.72891
O 0.35651 -1.38577 0.54423
O -1.43427 -0.11377 -0.46830
F -2.04967 -1.93496 0.77751
S -0.56327 1.29846 1.83949
O -1.15346 2.36368 1.07637
O 0.91421 1.07798 1.63880
F -0.73473 1.93383 3.35682
C 1.10498 -6.85648 -6.27436
O 1.36155 -5.90335 -5.19929
C 1.96258 -6.47153 -4.02029
C 2.42346 -5.26288 -3.13460
O 1.28485 -4.50942 -2.69662
C 1.69393 -3.50201 -1.74405
H 0.54609 -7.71847 -5.91007
H 1.99771 -7.35467 -6.65243
H 0.38212 -6.52379 -7.01926
H 2.82239 -7.10098 -4.24969
H 1.22769 -7.06008 -3.47106
H 3.12139 -4.60694 -3.65492
H 2.95780 -5.54632 -2.22782
H 2.45341 -2.82477 -2.13474
H 2.08395 -3.98432 -0.84775
H 0.83335 -2.85819 -1.56242
C 1.89582 1.29375 5.74020
O 1.70213 -0.10375 5.58399
C 2.31830 -0.69996 4.48090
C 1.92433 -2.23564 4.36464
O 0.62492 -2.50870 3.97622
C 0.33107 -3.61111 3.10916
H 1.53456 1.84996 4.87520
H 2.96258 1.50555 5.81267
H 1.35499 1.72772 6.58119
H 3.40091 -0.79844 4.56066
H 2.04558 -0.20401 3.54937
H 1.99760 -2.68551 5.35476
H 2.62407 -2.72821 3.68948
H 0.63233 -3.28816 2.11265
H -0.71842 -3.89239 3.02235
H 0.91459 -4.48935 3.38539
C -4.07614 3.58560 1.02509
O -3.85879 4.66409 0.16600
C -2.64501 4.66033 -0.48726
C -2.70480 5.71995 -1.61257
O -2.81502 7.06346 -1.13225
C -1.61381 7.65120 -0.62504
H -5.16484 3.60011 1.07631
H -3.57681 3.77164 1.97596
H -3.71776 2.65224 0.59090
H -2.50787 3.67567 -0.93419
H -1.83663 4.94266 0.18720
H -3.66158 5.64297 -2.12906
H -1.75625 5.60158 -2.13633
H -1.81546 8.46014 0.07713
H -1.03486 7.95197 -1.49823
H -0.95506 6.95235 -0.10952
C -0.82471 1.48840 -3.80747
O -0.06149 2.65171 -4.17377
C 1.06472 2.81859 -3.35999
C 0.70871 3.09693 -1.88819
O 1.72807 3.93764 -1.38059
C 1.57511 4.21123 0.01610
H -0.83708 1.38583 -2.72238
H -0.44936 0.54843 -4.21203
H -1.86489 1.65638 -4.08656
H 1.77492 3.52498 -3.78980
H 1.65816 1.90580 -3.30762
H 0.55060 2.20662 -1.27955
H -0.16044 3.75468 -1.88110
H 2.18787 5.09762 0.18028
H 2.02580 3.34819 0.50613
H 0.54104 4.40038 0.30422
C 4.01739 -0.22438 -3.53962
O 3.47293 0.57147 -2.45085
C 3.08051 -0.07571 -1.24945
C 4.20062 -0.87799 -0.50564
O 5.29456 0.00693 -0.13453
C 4.86573 1.04800 0.73712
H 4.96768 -0.65676 -3.22643
H 4.20885 0.39199 -4.41799
H 3.36445 -1.06974 -3.75676
H 2.17889 -0.65078 -1.46032
H 2.65960 0.56380 -0.47358
H 4.42173 -1.66073 -1.23126
H 3.82990 -1.35971 0.39913
H 4.21588 1.78883 0.27132
H 5.77100 1.51207 1.12854
H 4.28791 0.67223 1.58153
*
```

---

No. 3
# C20H50NO7S7

8 unconnected molecules or ions with the total composition C20H50NO7S7 in a non-equilibrium geometry (ωB97M-V with the def2-TZVPD basis set, OMol25).

Summary:
- Gap between HOMO and LUMO: 6.30 eV

Geometry as ORCA input:
```
! wB97M-V def2-TZVPD RIJCOSX def2/J DEFGRID3
* xyz 1 1
C -1.22461 6.02738 4.50850
N -0.67802 5.71706 3.11382
C -0.84337 4.30798 2.58845
C -0.21298 3.94878 1.08355
C 0.55055 5.10619 0.15596
C 0.65939 6.60548 0.87078
C -0.00600 6.87076 2.37310
H -1.37290 4.98874 5.03773
H -2.21621 6.65526 4.49544
H -0.39053 6.67116 5.04245
H -1.39905 3.46162 3.20028
H -0.33751 2.83959 0.73213
H 0.97450 4.86798 -0.92024
H 1.19777 7.50734 0.34948
H 0.07674 7.96522 2.80314
C -2.77523 -0.91024 1.14779
S -1.72655 0.07586 2.24345
O -1.07053 1.13459 1.40752
C -0.49919 -1.21920 2.54175
H -3.60084 -0.28455 0.80178
H -2.19656 -1.25492 0.28728
H -3.17544 -1.76530 1.69759
H -0.06135 -1.54466 1.59528
H -0.97461 -2.06394 3.04584
H 0.28623 -0.81245 3.18285
C 3.83950 5.11277 -4.64917
S 3.00510 4.88146 -3.06082
O 1.53651 4.75184 -3.33739
C 3.29733 6.55930 -2.45087
H 3.75036 4.18950 -5.22579
H 3.37144 5.93139 -5.20136
H 4.89613 5.33152 -4.47807
H 2.86285 7.28828 -3.13881
H 4.37193 6.73010 -2.35208
H 2.82476 6.66000 -1.47114
C -2.48527 -5.93115 1.02075
S -2.24763 -5.05365 2.58475
O -2.62156 -3.61875 2.35829
C -0.44127 -5.15177 2.58073
H -3.55399 -5.95914 0.79735
H -1.96055 -5.40982 0.21637
H -2.10864 -6.95243 1.11421
H -0.04305 -4.67871 1.68013
H -0.13220 -6.19886 2.62301
H -0.06296 -4.62840 3.46181
C -5.43359 -1.56526 5.98730
S -4.77260 -1.46264 4.30648
O -3.99825 -0.18207 4.20366
C -6.36780 -1.19990 3.49477
H -4.59979 -1.69354 6.68096
H -5.97189 -0.64677 6.23380
H -6.10345 -2.42487 6.06435
H -6.84818 -0.30421 3.89527
H -7.00666 -2.07181 3.65391
H -6.19546 -1.06994 2.42391
C 1.17210 -0.34323 -3.03443
S 2.03132 0.98636 -2.15891
O 3.50345 0.78302 -2.36272
C 1.62757 0.40451 -0.49427
H 1.32115 -0.20519 -4.10754
H 1.57849 -1.31208 -2.73389
H 0.10403 -0.29818 -2.80906
H 2.00574 -0.61031 -0.35085
H 0.54441 0.42521 -0.35275
H 2.09867 1.07204 0.23085
C 6.36731 3.35749 -7.79299
S 6.60496 4.23499 -6.22898
O 6.23103 5.66989 -6.45545
C 8.41132 4.13687 -6.23301
H 5.29860 3.32950 -8.01639
H 6.89204 3.87882 -8.59736
H 6.74395 2.33622 -7.69953
H 8.80954 4.60993 -7.13361
H 8.72039 3.08979 -6.19073
H 8.78963 4.66024 -5.35193
C -3.78362 -11.20629 -0.37584
S -3.54597 -10.32879 1.18817
O -3.91990 -8.89389 0.96170
C -1.73961 -10.42690 1.18414
H -4.85234 -11.23427 -0.59924
H -3.25890 -10.68496 -1.18021
H -3.40698 -12.22756 -0.28238
H -1.34139 -9.95384 0.28354
H -1.43054 -11.47399 1.22642
H -1.36131 -9.90354 2.06522
*
```

---

No. 4
# C20H52NO2OsP2Si4

A molecular structure, C20H52NO2OsP2Si4 in a non-equilibrium geometry (ωB97M-V with the def2-TZVPD basis set, OMol25).

Summary:
- ⟨S²⟩: 6.046
- Gap between HOMO and LUMO (alpha / beta): 4.19 / 4.56 eV
- Energy above the lowest of the compared OMol25 structures with the same formula, charge and spin: 0.000 eV

Geometry as ORCA input:
```
! wB97M-V def2-TZVPD RIJCOSX def2/J DEFGRID3
* xyz 1 5
C -0.74635 1.50706 -5.58670
C -0.76735 0.96896 -4.29080
N 0.05465 1.46986 -3.32130
C 0.90535 2.49976 -3.60030
C 0.97875 3.04246 -4.88930
C 0.14065 2.54396 -5.89440
C -1.64595 -0.19994 -3.92490
P -1.93615 -0.26654 -2.08620
Os 0.07665 0.55776 -1.36260
P 2.00265 1.74746 -1.13340
C 1.70705 3.05356 -2.44420
O -0.48005 -3.13484 -4.32080
O 0.68745 -3.17204 -1.85650
H -1.41465 1.09396 -6.34760
H 1.67575 3.86096 -5.09150
H 0.17705 2.96186 -6.90550
C -3.43715 0.76306 -1.79900
C -2.50575 -1.97634 -1.74430
H 2.62775 3.55296 -2.79320
H 1.08365 3.81166 -1.92990
H -1.11515 -1.15954 -4.14270
H -2.57625 -0.19954 -4.52060
C 2.36925 2.70786 0.38960
C 3.62465 0.99636 -1.58140
H 0.78895 -2.17274 -1.86680
H 0.40105 -3.34624 -0.94130
H -0.12355 -3.30074 -3.40640
H 0.33455 -3.01064 -4.83970
H -0.70625 1.85256 -0.64030
H 0.93225 -0.74574 -2.04730
H -4.31245 0.37806 -2.35170
H -3.65555 0.77126 -0.71800
H -3.21335 1.79566 -2.11190
H -3.37215 -2.25734 -2.36640
H -1.66025 -2.65364 -1.93460
H -2.77265 -2.03194 -0.67540
H 4.44065 1.74026 -1.60780
H 3.86065 0.21496 -0.83950
H 3.51785 0.51196 -2.56570
H 3.24145 3.37416 0.27050
H 1.47125 3.28896 0.65330
H 2.56035 1.98646 1.20190
C 3.27275 0.09596 2.86260
Si 1.46085 0.56406 3.07940
C 1.19685 -0.04484 4.85690
C 1.23395 2.40576 3.48850
Si 0.12335 -0.26664 1.26300
Si 0.35345 -2.53394 1.67360
C 0.43775 -3.03484 3.46160
C -1.10635 -3.60574 1.15880
C 2.03505 -3.11494 1.05070
Si -1.94205 0.42026 2.12840
C -2.06705 0.46576 3.98690
C -2.32265 2.18576 1.61900
C -3.43655 -0.64914 1.77650
H 3.86625 0.58656 3.66110
H 3.70225 0.35736 1.87900
H 3.37395 -0.99544 2.99760
H 1.90735 0.50866 5.50510
H 0.19735 0.15096 5.26240
H 1.43305 -1.09554 5.02680
H 1.53285 3.13996 2.74130
H 0.17925 2.61496 3.73860
H 1.84655 2.63906 4.38310
H -0.40385 -2.59774 4.03660
H 0.39335 -4.14154 3.52920
H 1.42755 -2.75494 3.85000
H -1.37725 -3.56634 0.10170
H -0.86675 -4.66174 1.40120
H -1.99305 -3.32194 1.74870
H 2.24615 -2.83754 0.00540
H 2.82795 -2.64014 1.65150
H 2.11485 -4.21334 1.18160
H -1.41055 1.24686 4.39780
H -3.10235 0.74886 4.26750
H -1.84495 -0.53594 4.40800
H -2.47735 2.27256 0.53270
H -3.25535 2.51216 2.12180
H -1.49135 2.85156 1.92740
H -3.65905 -0.76144 0.71670
H -3.30245 -1.64274 2.23770
H -4.32265 -0.17674 2.24790
*
```

---

No. 5
# C20H53BrN3O5S

6 unconnected molecules or ions with the total composition C20H53BrN3O5S in a non-equilibrium geometry (ωB97M-V with the def2-TZVPD basis set, OMol25).

Summary:
- Gap between HOMO and LUMO: 5.03 eV

Geometry as ORCA input:
```
! wB97M-V def2-TZVPD RIJCOSX def2/J DEFGRID3
* xyz 1 1
N -0.54991 2.56042 1.66964
C 0.20640 1.56265 1.08383
N 0.99417 1.97602 -0.17590
N 0.31691 0.13352 1.65411
C -0.39916 -0.76391 0.66937
C -0.24639 -2.38560 1.00330
C 1.10906 -3.06638 0.38163
C 2.50035 -2.69190 1.16233
S 2.32897 -2.39797 3.00378
Br 3.95708 -0.86988 3.45813
H -1.00811 2.17989 2.52680
H 1.92111 2.36115 0.15336
H 1.22572 1.11414 -0.72570
H 1.36601 -0.03292 1.65111
H -1.56362 -0.53451 0.79476
H -0.04684 -0.63429 -0.44332
H -1.16337 -2.89836 0.43733
H -0.43075 -2.63345 2.15293
H 1.02513 -4.25049 0.26386
H 1.21319 -2.64287 -0.72864
H 3.08881 -1.79667 0.65476
H 3.21999 -3.63690 1.04169
H 1.14904 -1.71708 3.34269
C -1.95067 3.50114 -2.57565
C -3.08521 3.74057 -1.59230
C -2.91201 5.05976 -0.85673
O -3.12379 2.67443 -0.64711
H -0.98646 3.45240 -2.05731
H -2.08195 2.54246 -3.08875
H -1.90412 4.29660 -3.32594
H -4.04157 3.73969 -2.12643
H -1.98183 5.06633 -0.27739
H -3.72914 5.21295 -0.14362
H -2.89434 5.90196 -1.55548
H -2.27847 2.66746 -0.16810
C 4.28129 -6.67267 -1.94290
C 4.11914 -5.18867 -2.23084
C 5.40245 -4.58740 -2.78123
O 3.75744 -4.51139 -1.03002
H 5.06057 -6.84330 -1.19165
H 3.35382 -7.08933 -1.53577
H 4.54442 -7.22447 -2.85072
H 3.30534 -5.03982 -2.94882
H 6.22156 -4.68407 -2.05969
H 5.27472 -3.51645 -2.97218
H 5.69916 -5.07665 -3.71421
H 4.47430 -4.63818 -0.38651
C -0.90048 6.60075 3.16730
C -2.38173 6.57721 3.50907
C -2.63997 5.82282 4.80350
O -3.10135 5.95448 2.44801
H -0.51461 5.58490 3.02616
H -0.73089 7.13624 2.22706
H -0.32075 7.08799 3.95747
H -2.75481 7.60309 3.60014
H -2.31577 4.77932 4.72041
H -3.71133 5.80340 5.03047
H -2.11243 6.28676 5.64274
H -2.77663 5.04297 2.35976
C -2.92267 2.83428 -6.31075
C -1.62981 3.54094 -6.68573
C -1.03818 2.97196 -7.96540
O -0.68826 3.39697 -5.62543
H -2.74889 1.76688 -6.13403
H -3.33060 3.24573 -5.38131
H -3.67355 2.93998 -7.09997
H -1.81935 4.61237 -6.81238
H -0.79755 1.90939 -7.84738
H -0.10176 3.48171 -8.21635
H -1.73254 3.08185 -8.80424
H -0.51394 2.44862 -5.50573
C 1.25512 -5.69822 5.12636
C -0.19429 -5.50786 4.70871
C -1.01324 -6.76370 4.96074
O -0.24716 -5.17993 3.32264
H 1.72537 -6.50526 4.55337
H 1.83525 -4.79071 4.92779
H 1.33086 -5.93632 6.19193
H -0.62918 -4.66775 5.26099
H -0.62344 -7.60859 4.38186
H -2.05134 -6.61621 4.64404
H -1.00556 -7.03371 6.02135
H 0.13704 -5.92030 2.82434
*
```